Record 1
163
Properties=species:S:1:pos:R:3 method="wB97M-V/def2-TZVPD" de_lowest_ev=0.000 gap_ev=5.1 total_charge=+1
C -1.899 -1.545 0.639
C -3.124 -2.425 0.160
C -2.827 -3.964 0.247
C -4.169 -4.804 0.242
C -4.730 -4.960 -1.255
C -5.228 -6.439 -1.505
C -4.314 -7.141 -2.608
C -3.147 -7.990 -1.921
C -1.797 -7.169 -1.922
C -0.539 -8.137 -1.967
C 0.159 -8.212 -0.547
C 1.634 -7.649 -0.636
C 1.805 -6.245 0.076
C 1.412 -5.037 -0.882
C 2.312 -4.981 -2.170
C 2.997 -3.593 -2.399
N 3.021 -2.687 -1.430
N 3.620 -1.545 -1.696
B 3.575 -0.509 -0.537
O 4.661 0.305 -0.253
O 2.371 -0.468 0.149
C 4.267 -1.156 -2.832
C 4.319 -2.132 -3.963
S 5.205 -1.723 -5.510
C 3.632 -3.419 -3.754
C 3.578 -4.498 -4.859
C 2.878 -3.835 -6.131
F 1.971 -2.808 -5.742
H -1.823 -1.595 1.751
H -0.985 -1.944 0.122
H -2.039 -0.504 0.258
H -3.986 -2.153 0.831
H -3.461 -2.158 -0.880
H -2.248 -4.220 1.172
H -2.216 -4.251 -0.651
H -4.921 -4.178 0.797
H -4.062 -5.800 0.748
H -5.539 -4.205 -1.362
H -3.906 -4.663 -1.948
H -5.228 -7.079 -0.589
H -6.287 -6.379 -1.879
H -4.984 -7.888 -3.116
H -3.896 -6.402 -3.335
H -3.429 -8.130 -0.841
H -3.063 -9.007 -2.376
H -1.723 -6.417 -2.745
H -1.773 -6.599 -0.952
H -0.893 -9.156 -2.272
H 0.156 -7.788 -2.768
H -0.431 -7.751 0.280
H 0.247 -9.305 -0.297
H 2.298 -8.357 -0.065
H 2.031 -7.649 -1.684
H 2.810 -6.112 0.548
H 1.056 -6.232 0.914
H 1.428 -4.120 -0.250
H 0.338 -5.221 -1.153
H 3.106 -5.761 -2.066
H 1.662 -5.263 -3.038
H 4.321 1.221 -0.333
H 1.639 -0.748 -0.433
H 4.739 -0.157 -2.932
H 6.379 -2.446 -5.556
H 2.967 -5.388 -4.609
H 4.620 -4.750 -5.184
H 3.608 -3.356 -6.817
H 2.273 -4.585 -6.687
C 4.198 6.488 -1.510
O 5.503 6.262 -0.996
C 5.615 5.042 -0.273
C 6.502 4.058 -1.025
N 5.845 3.567 -2.232
C 6.726 2.807 -3.103
C 7.900 3.537 -3.761
O 7.507 4.513 -4.711
C 7.223 5.794 -4.165
H 4.168 7.495 -1.925
H 3.968 5.780 -2.313
H 3.445 6.413 -0.721
H 4.637 4.604 -0.045
H 6.098 5.284 0.679
H 6.731 3.206 -0.377
H 7.440 4.574 -1.259
H 5.473 4.358 -2.744
H 6.083 2.410 -3.896
H 7.107 1.943 -2.545
H 8.467 2.790 -4.326
H 8.600 3.957 -3.032
H 7.822 6.012 -3.279
H 6.158 5.882 -3.936
H 7.451 6.540 -4.927
C -6.561 0.062 -6.951
O -7.481 -1.014 -7.013
C -7.100 -2.031 -7.937
C -6.732 -3.312 -7.200
N -5.479 -3.156 -6.465
C -5.195 -4.258 -5.546
C -6.149 -4.456 -4.364
O -6.111 -3.403 -3.411
C -6.960 -2.304 -3.710
H -7.002 0.844 -6.332
H -5.620 -0.251 -6.490
H -6.369 0.473 -7.946
H -6.290 -1.705 -8.597
H -7.975 -2.232 -8.562
H -6.626 -4.125 -7.924
H -7.561 -3.556 -6.526
H -5.516 -2.297 -5.929
H -4.195 -4.075 -5.139
H -5.136 -5.190 -6.118
H -5.816 -5.348 -3.830
H -7.178 -4.662 -4.679
H -7.858 -2.606 -4.252
H -6.415 -1.543 -4.272
H -7.264 -1.850 -2.764
C 4.584 5.218 5.225
O 3.213 4.982 5.499
C 2.522 6.143 5.961
C 1.509 6.609 4.925
N 2.175 7.164 3.748
C 1.273 7.403 2.622
C 0.609 6.182 1.979
O 1.518 5.316 1.311
C 2.133 4.348 2.146
H 5.054 4.257 5.016
H 4.705 5.859 4.345
H 5.084 5.671 6.085
H 3.209 6.948 6.237
H 1.980 5.847 6.863
H 0.867 7.374 5.369
H 0.886 5.747 4.659
H 2.897 6.522 3.445
H 1.864 7.907 1.851
H 0.497 8.110 2.933
H -0.066 6.554 1.203
H -0.020 5.623 2.680
H 1.489 4.038 2.972
H 3.084 4.728 2.525
H 2.356 3.469 1.536
C -4.196 6.611 10.004
O -2.888 6.408 10.515
C -2.746 5.182 11.229
C -1.835 4.226 10.470
N -2.482 3.736 9.255
C -1.580 3.011 8.360
C -0.431 3.801 7.726
O -0.855 4.794 6.801
C -1.185 6.047 7.382
H -4.245 7.623 9.602
H -4.415 5.908 9.194
H -4.946 6.513 10.793
H -3.712 4.720 11.452
H -2.269 5.428 12.183
H -1.589 3.376 11.114
H -0.908 4.764 10.239
H -2.868 4.523 8.748
H -2.198 2.614 7.550
H -1.170 2.148 8.894
H 0.163 3.091 7.142
H 0.253 4.225 8.470
H -0.597 6.260 8.277
H -2.252 6.090 7.607
H -0.979 6.822 6.642

Record 2
157
Properties=species:S:1:pos:R:3 method="wB97M-V/def2-TZVPD" de_lowest_ev=3.129 gap_ev=8.4
C -10.268 -0.835 3.227
C -11.307 -0.515 2.158
C -11.912 -1.832 1.773
O -11.121 -2.811 2.470
C -10.545 -2.264 3.672
H -10.324 -0.071 4.003
H -9.262 -0.756 2.815
H -10.787 -0.020 1.338
H -12.107 0.112 2.551
H -11.884 -2.056 0.707
H -12.954 -1.776 2.087
H -9.659 -2.832 3.954
H -11.239 -2.266 4.512
C 5.227 -3.182 -7.577
C 4.512 -4.254 -8.429
C 3.816 -3.337 -9.454
O 3.486 -2.151 -8.636
C 4.159 -2.145 -7.375
H 6.078 -2.696 -8.054
H 5.533 -3.621 -6.627
H 3.840 -4.828 -7.791
H 5.276 -4.906 -8.852
H 2.894 -3.765 -9.848
H 4.507 -3.118 -10.268
H 3.425 -2.439 -6.624
H 4.587 -1.168 -7.151
C -4.631 -1.074 7.120
C -4.540 0.317 7.688
C -3.696 0.147 8.910
O -2.764 -0.871 8.588
C -3.336 -1.764 7.583
H -4.724 -1.047 6.035
H -5.531 -1.556 7.502
H -5.523 0.734 7.909
H -4.045 0.983 6.981
H -4.317 -0.261 9.707
H -3.168 1.013 9.308
H -3.622 -2.761 7.917
H -2.650 -1.724 6.736
C -9.285 7.733 1.853
C -9.639 6.444 2.542
C -8.449 6.115 3.505
O -7.854 7.444 3.675
C -8.600 8.462 2.973
H -10.108 8.339 1.472
H -8.599 7.507 1.037
H -9.808 5.601 1.873
H -10.512 6.636 3.166
H -7.784 5.406 3.012
H -8.707 5.655 4.459
H -8.026 9.339 2.674
H -9.312 8.847 3.703
C -2.390 8.522 -1.195
C -2.966 7.279 -0.546
C -2.480 7.510 0.859
O -1.134 7.938 0.696
C -0.984 8.633 -0.575
H -2.957 9.379 -0.829
H -2.340 8.541 -2.284
H -2.497 6.353 -0.878
H -4.049 7.159 -0.577
H -2.402 6.613 1.473
H -3.036 8.328 1.318
H -0.240 8.026 -1.091
H -0.770 9.701 -0.564
C 0.404 2.732 -6.234
C 0.995 3.257 -7.591
C 2.179 4.099 -7.154
O 2.194 4.062 -5.735
C 0.979 3.657 -5.174
H 0.722 1.703 -6.061
H -0.680 2.702 -6.121
H 0.293 3.862 -8.166
H 1.332 2.445 -8.235
H 2.056 5.136 -7.468
H 3.120 3.703 -7.538
H 0.348 4.542 -5.094
H 1.245 3.215 -4.214
C 9.664 -0.142 -3.444
C 8.625 0.863 -3.034
C 9.467 2.081 -2.492
O 10.485 2.066 -3.524
C 10.693 0.796 -4.108
H 9.245 -0.961 -4.029
H 10.143 -0.574 -2.565
H 7.952 0.550 -2.236
H 7.997 1.213 -3.853
H 9.988 1.864 -1.559
H 8.909 3.011 -2.385
H 11.706 0.413 -3.988
H 10.477 0.919 -5.169
C -3.352 -3.786 1.646
C -1.909 -3.536 1.159
N -1.422 -2.204 1.488
C 0.006 -2.074 1.251
C 0.408 -2.199 -0.226
C -2.229 -1.147 0.925
C -1.898 0.214 1.542
H -3.737 -4.770 1.381
H -4.083 -3.127 1.178
H -3.385 -3.669 2.729
H -1.165 -4.241 1.528
H -1.942 -3.672 0.078
H 0.537 -2.770 1.900
H 0.289 -1.068 1.561
H 1.487 -2.107 -0.349
H -0.127 -1.517 -0.887
H 0.107 -3.165 -0.631
H -2.185 -1.132 -0.164
H -3.278 -1.310 1.172
H -1.790 0.184 2.626
H -1.046 0.752 1.126
H -2.737 0.881 1.345
C 0.995 -7.864 -3.786
C 1.767 -9.007 -2.975
N 2.748 -8.419 -2.029
C 3.895 -7.887 -2.844
C 4.858 -7.137 -1.926
C 3.187 -9.489 -1.093
C 2.092 -9.631 -0.002
H 1.547 -7.361 -4.580
H 0.517 -7.201 -3.065
H 0.126 -8.334 -4.248
H 0.937 -9.406 -2.391
H 2.098 -9.714 -3.736
H 4.442 -8.771 -3.171
H 3.658 -7.214 -3.667
H 5.447 -7.811 -1.304
H 5.528 -6.518 -2.523
H 4.255 -6.463 -1.318
H 4.105 -9.203 -0.579
H 3.347 -10.450 -1.583
H 2.380 -10.251 0.847
H 1.085 -9.909 -0.314
H 1.865 -8.709 0.533
C 6.960 0.392 3.388
C 6.404 1.777 3.649
N 4.927 1.803 3.840
C 4.470 1.221 5.119
C 4.740 2.148 6.284
C 4.339 3.122 3.566
C 4.516 3.490 2.045
H 6.834 -0.244 4.264
H 7.985 0.365 3.020
H 6.436 -0.131 2.588
H 6.884 2.334 4.453
H 6.760 2.388 2.819
H 3.408 0.983 5.067
H 4.848 0.212 5.290
H 4.288 3.129 6.142
H 4.369 1.691 7.201
H 5.804 2.305 6.462
H 4.780 3.858 4.238
H 3.270 3.161 3.773
H 3.916 4.391 1.919
H 4.075 2.749 1.378
H 5.528 3.739 1.728

Record 3
159
Properties=species:S:1:pos:R:3 method="wB97M-V/def2-TZVPD" gap_ev=3.5 total_charge=+6
B 0.623 -1.209 0.901
H 0.364 -1.827 0.055
H 1.511 -0.654 0.643
H -0.221 -0.599 1.184
H 0.825 -1.880 1.722
C -5.525 3.447 -2.873
C -5.887 4.019 -4.265
C -6.385 5.499 -4.208
C -6.333 6.156 -5.587
N -6.925 7.660 -5.654
C -8.467 7.621 -5.626
C -8.943 8.164 -6.970
C -7.760 8.004 -7.986
C -6.605 8.279 -7.045
C -6.408 8.517 -4.481
C -4.854 8.686 -4.461
C -4.497 9.755 -3.448
H -4.719 4.060 -2.468
H -5.142 2.433 -2.986
H -6.282 3.379 -2.092
H -6.583 3.344 -4.764
H -5.028 3.915 -4.927
H -5.838 6.097 -3.479
H -7.380 5.532 -3.763
H -7.012 5.714 -6.317
H -5.363 6.202 -6.083
H -8.778 8.247 -4.790
H -8.747 6.593 -5.398
H -9.218 9.185 -6.705
H -9.801 7.665 -7.420
H -8.040 8.733 -8.746
H -7.607 6.985 -8.344
H -6.582 9.343 -6.812
H -5.650 7.920 -7.430
H -6.739 8.208 -3.490
H -6.770 9.533 -4.640
H -4.569 9.027 -5.456
H -4.375 7.740 -4.209
H -3.455 10.074 -3.462
H -4.633 9.363 -2.440
H -5.155 10.619 -3.540
C 3.374 4.054 -5.275
C 2.546 2.782 -5.575
C 3.496 1.595 -5.711
C 2.816 0.219 -5.732
N 3.762 -1.034 -5.871
C 4.954 -1.037 -4.811
C 5.408 -2.478 -4.825
C 4.113 -3.301 -4.994
C 3.144 -2.449 -5.794
C 4.378 -0.852 -7.273
C 3.354 -0.780 -8.457
C 3.917 -1.056 -9.858
H 2.807 4.981 -5.356
H 4.174 4.099 -6.013
H 3.790 4.054 -4.267
H 1.931 2.991 -6.450
H 1.876 2.680 -4.721
H 4.300 1.566 -4.976
H 3.996 1.729 -6.670
H 2.005 0.082 -6.448
H 2.317 0.069 -4.775
H 5.623 -0.176 -4.807
H 4.454 -0.772 -3.880
H 6.124 -2.656 -5.628
H 5.930 -2.809 -3.927
H 4.172 -4.285 -5.461
H 3.594 -3.385 -4.039
H 2.998 -2.879 -6.785
H 2.184 -2.390 -5.282
H 5.072 -1.660 -7.504
H 4.971 0.063 -7.290
H 2.828 0.171 -8.381
H 2.486 -1.419 -8.299
H 4.415 -2.025 -9.853
H 4.722 -0.393 -10.177
H 3.195 -1.058 -10.674
C 6.588 0.291 5.966
C 6.730 0.462 4.403
C 8.177 0.774 3.981
O 8.278 0.961 2.556
C 9.489 0.622 2.065
N 6.257 -0.878 3.865
H 5.827 -1.487 4.547
H 5.541 -0.635 3.195
H 6.911 -1.540 3.473
H 6.977 -0.642 6.374
H 5.536 0.294 6.253
H 7.038 1.121 6.510
H 5.999 1.100 3.906
H 8.864 0.010 4.345
H 8.548 1.718 4.382
H 10.245 1.344 2.373
H 9.453 0.726 0.981
H 9.802 -0.389 2.325
C -0.151 11.179 4.663
C -0.138 9.796 5.417
C -0.347 8.539 4.539
O 0.589 8.482 3.478
C 0.432 7.296 2.754
N 1.293 9.581 5.976
H 1.931 9.200 5.292
H 1.702 10.493 6.122
H 1.260 8.902 6.723
H -0.508 12.036 5.235
H -0.738 11.088 3.749
H 0.825 11.346 4.208
H -0.905 9.804 6.191
H -1.372 8.525 4.167
H -0.263 7.685 5.211
H -0.383 7.395 2.037
H 0.368 6.353 3.297
H 1.367 7.089 2.232
C -2.382 0.926 7.721
C -3.527 0.828 6.742
C -3.853 2.083 5.950
O -4.971 1.937 5.086
C -5.454 3.093 4.423
N -3.379 -0.350 5.788
H -2.901 -1.048 6.339
H -4.193 -0.759 5.353
H -2.752 -0.006 5.073
H -1.473 1.226 7.200
H -2.212 0.004 8.277
H -2.499 1.715 8.464
H -4.397 0.440 7.272
H -2.916 2.337 5.452
H -3.859 3.004 6.533
H -6.372 2.835 3.895
H -4.775 3.623 3.755
H -5.700 3.869 5.148
C 1.634 -19.874 7.669
N 1.379 -18.603 6.865
C 0.765 -18.755 5.650
C 0.484 -17.526 4.925
C 0.835 -16.264 5.379
C 1.558 -16.241 6.603
C 1.789 -17.427 7.345
C 0.560 -14.940 4.688
C 1.482 -13.889 4.704
C 1.223 -12.722 3.919
N 0.107 -12.536 3.208
C -0.874 -13.534 3.279
C -0.609 -14.680 3.995
C -0.206 -11.277 2.621
H 0.923 -19.872 8.496
H 2.644 -19.792 8.069
H 1.520 -20.746 7.026
H 0.303 -19.705 5.426
H -0.020 -17.575 3.971
H 1.846 -15.326 7.099
H 2.385 -17.416 8.246
H 2.417 -13.941 5.243
H 1.941 -11.925 3.798
H -1.811 -13.293 2.799
H -1.339 -15.475 3.974
H 0.617 -10.923 2.000
H -0.334 -10.581 3.450
H -1.094 -11.349 1.993